Record 1
Molecular formula: C14H42O7S7Tl
Method: DFT, ωB97M-V/def2-TZVPD

LUMO: -13.082 eV
total energy: -4043.76037 Ha
HOMO-LUMO gap: 3.166 eV

The geometry in ORCA input format:
```
! RIJCOSX wB97M-V def2-TZVPD def2/J DEFGRID3
* xyz 3 1
Tl -1.071 -0.401 -0.280
C -3.855 -1.278 4.182
S -4.054 -1.853 2.417
O -3.090 -1.081 1.542
C -3.114 -3.423 2.602
H -4.597 -0.517 4.429
H -2.900 -0.765 4.294
H -4.076 -2.050 4.920
H -2.076 -3.252 2.888
H -3.016 -3.966 1.661
H -3.662 -4.121 3.235
C 1.178 0.936 -5.153
S 1.216 1.528 -3.397
O 0.754 0.459 -2.450
C 2.997 1.645 -3.039
H 0.163 0.679 -5.457
H 1.762 0.042 -5.372
H 1.462 1.709 -5.867
H 3.451 2.267 -3.811
H 3.508 0.686 -3.130
H 3.116 2.062 -2.040
C 1.638 -2.398 -3.844
S 1.492 -3.205 -2.196
O 0.997 -2.071 -1.319
C 0.040 -4.186 -2.743
H 2.044 -3.057 -4.613
H 2.268 -1.509 -3.823
H 0.756 -2.006 -4.351
H -0.231 -4.720 -1.831
H 0.317 -4.936 -3.484
H -0.813 -3.572 -3.028
C 2.478 -3.396 1.884
S 0.657 -3.338 2.279
O 0.060 -2.094 1.663
C 0.009 -4.748 1.215
H 2.938 -2.455 2.185
H 2.538 -3.316 0.798
H 2.926 -4.250 2.390
H 0.611 -5.633 1.010
H -0.300 -4.255 0.293
H -0.914 -5.167 1.615
C 0.014 4.034 1.305
S 0.465 3.537 -0.382
O -0.355 2.259 -0.573
C -0.558 4.821 -1.276
H -1.001 4.386 1.484
H 0.672 4.830 1.653
H 0.250 3.159 1.910
H -0.299 5.767 -0.799
H -1.645 4.742 -1.264
H -0.291 4.886 -2.330
C -4.096 4.069 0.766
S -3.980 2.268 1.312
O -2.595 1.754 0.883
C -3.805 2.720 3.119
H -4.984 4.542 1.184
H -4.175 4.050 -0.320
H -3.194 4.551 1.143
H -2.942 3.319 3.408
H -3.807 1.750 3.616
H -4.732 3.178 3.465
C 3.452 1.862 1.245
S 3.103 0.061 1.003
O 1.731 0.044 0.293
C 4.461 -0.472 -0.110
H 4.504 1.944 1.520
H 2.815 2.219 2.054
H 3.202 2.497 0.396
H 4.417 0.060 -1.060
H 4.378 -1.532 -0.351
H 5.390 -0.298 0.431
*
```

Record 2
Molecular formula: C14H43Ag4N9O9
Method: DFT, ωB97M-V/def2-TZVPD

LUMO (spin up / spin down): -11.997 / -13.256 eV
total energy: -2315.83795 Ha
HOMO-LUMO gap (spin up / spin down): 3.765 / 2.504 eV

The geometry in ORCA input format:
```
! RIJCOSX wB97M-V def2-TZVPD def2/J DEFGRID3
* xyz 3 2
Ag -0.660 0.610 -4.035
Ag 1.966 -1.637 -1.428
Ag 1.872 1.546 -2.411
Ag 4.735 0.844 -0.488
O 2.221 0.388 0.257
C 0.928 0.837 0.525
C -0.207 0.378 -0.444
O -0.030 0.013 -1.787
H 1.058 1.913 0.409
H 0.795 0.931 1.603
H -0.946 1.166 -0.295
H -0.816 -0.459 -0.102
C 0.484 -4.269 -3.930
C -0.666 -3.907 -2.938
C -1.319 -5.078 -2.206
O -1.767 -6.088 -3.146
C -2.512 -5.595 -4.277
N -0.303 -2.915 -1.874
H 0.896 -3.579 -4.667
H 0.102 -5.137 -4.467
H 1.354 -4.574 -3.348
H -1.390 -3.479 -3.632
H -2.114 -4.674 -1.579
H -0.574 -5.578 -1.587
H -3.122 -4.762 -3.929
H -3.233 -6.379 -4.512
H -1.892 -5.420 -5.157
H -1.066 -2.830 -1.217
H -0.286 -1.964 -2.213
C 0.912 3.047 3.752
C 2.360 3.071 3.246
O 2.676 4.438 3.301
H 0.895 2.911 4.833
H 0.420 2.153 3.367
H 0.314 3.898 3.425
H 2.570 2.649 2.263
H 3.130 2.632 3.880
H 2.902 4.624 4.215
C -2.543 2.929 1.250
C -3.331 4.038 1.732
O -2.659 4.815 2.625
H -2.060 2.345 2.033
H -1.674 3.332 0.729
H -3.013 2.393 0.425
H -4.263 3.637 2.130
H -3.634 4.663 0.892
H -3.150 5.635 2.721
C -0.487 -2.927 2.076
O -1.513 -2.788 1.408
N 0.551 -2.122 2.091
N -0.429 -3.746 3.030
H 1.449 -2.252 2.535
H 0.266 -1.257 1.654
H -1.227 -4.342 3.201
H 0.303 -3.566 3.701
C -4.315 0.931 -2.873
O -3.893 1.529 -3.863
N -5.528 0.514 -2.818
N -3.642 0.555 -1.800
H -5.920 -0.124 -2.140
H -6.189 0.842 -3.508
H -2.689 0.839 -1.621
H -4.076 0.053 -1.039
C 3.590 -1.644 3.171
O 4.185 -2.462 3.807
N 3.502 -1.665 1.919
N 2.941 -0.604 3.642
H 3.892 -2.505 1.518
H 3.029 -0.956 1.377
H 2.786 -0.512 4.636
H 2.536 0.018 2.957
C 3.273 4.104 -1.304
O 2.817 3.625 -2.333
N 4.065 5.157 -1.361
N 3.046 3.687 -0.039
H 4.196 5.479 -2.310
H 4.443 5.533 -0.503
H 2.465 2.865 0.045
H 3.211 4.229 0.798
*
```

Record 3
Molecular formula: C14H43ClNO16
Method: DFT, ωB97M-V/def2-TZVPD

LUMO: 2.581 eV
total energy: -2276.82265 Ha
relative energy (zero: lowest compared OMol25 entry of this formula, charge and spin): 552.8 kcal/mol
HOMO-LUMO gap: 7.549 eV

The geometry in ORCA input format:
```
! RIJCOSX wB97M-V def2-TZVPD def2/J DEFGRID3
* xyz -1 1
Cl -17.003 -2.983 -18.882
O -16.395 -4.253 -18.630
O -18.225 -2.780 -18.115
O -16.188 -1.840 -18.496
O -17.231 -2.774 -20.298
C -14.589 -3.205 -11.389
O -15.245 -3.207 -12.674
C -14.798 -2.007 -13.352
C -15.103 -1.988 -14.848
N -14.342 -2.911 -15.615
C -14.728 -2.899 -17.017
C -13.907 -3.929 -17.896
O -14.069 -5.319 -17.486
C -15.368 -5.829 -17.404
H -14.718 -2.224 -10.932
H -13.526 -3.444 -11.356
H -15.086 -3.947 -10.763
H -13.737 -1.877 -13.136
H -15.266 -1.114 -12.938
H -15.091 -0.983 -15.271
H -16.139 -2.311 -14.947
H -14.751 -3.807 -15.395
H -14.479 -1.881 -17.315
H -15.798 -3.054 -17.156
H -12.859 -3.639 -17.973
H -14.249 -3.819 -18.925
H -15.993 -5.101 -16.886
H -15.405 -6.773 -16.860
H -15.930 -5.936 -18.332
O -18.875 -4.973 -17.857
H -18.416 -5.614 -18.400
H -18.199 -4.622 -17.277
O -18.946 -4.306 -20.261
H -19.325 -4.287 -19.382
H -18.147 -3.784 -20.189
C -17.619 -3.225 -16.141
C -17.423 -4.557 -15.380
O -18.682 -4.878 -14.770
O -17.311 -2.107 -15.377
H -18.606 -3.102 -16.587
H -16.909 -3.280 -16.966
H -16.589 -4.574 -14.677
H -17.282 -5.312 -16.153
H -18.703 -5.820 -14.584
H -16.852 -1.452 -15.908
C -16.588 -1.853 -21.973
C -15.959 -1.304 -23.250
O -14.641 -0.888 -23.007
O -15.751 -2.942 -21.471
H -17.565 -2.217 -22.292
H -16.391 -1.032 -21.283
H -16.575 -0.487 -23.625
H -15.982 -2.055 -24.039
H -14.226 -1.438 -22.338
H -16.161 -3.021 -20.606
C -14.545 -0.095 -19.165
C -13.918 -1.470 -18.656
O -12.852 -1.073 -17.807
O -14.790 0.845 -18.149
H -15.438 -0.374 -19.724
H -13.838 0.295 -19.897
H -13.695 -2.150 -19.479
H -14.686 -1.965 -18.062
H -12.495 -1.925 -17.544
H -13.944 0.708 -17.717
C -17.535 -0.246 -20.134
C -18.911 0.280 -19.508
O -18.990 1.649 -19.201
O -17.061 0.537 -21.230
H -17.658 -1.272 -20.480
H -16.808 -0.214 -19.322
H -19.424 -0.370 -18.800
H -19.716 0.066 -20.211
H -19.213 1.831 -18.286
H -16.125 0.523 -21.440
*
```

Record 4
Molecular formula: C14H43F2NO12S2V
Method: DFT, ωB97M-V/def2-TZVPD

LUMO (spin up / spin down): 0.299 / 0.328 eV
total energy: -3456.85111 Ha
HOMO-LUMO gap (spin up / spin down): 8.652 / 10.264 eV

The geometry in ORCA input format:
```
! RIJCOSX wB97M-V def2-TZVPD def2/J DEFGRID3
* xyz 0 4
V 0.431 -0.048 -0.135
O 0.503 -2.081 -0.577
H 0.144 -2.979 -0.442
N 1.012 1.291 1.342
S 1.920 0.989 2.735
O 1.224 0.644 3.945
O 3.162 1.780 2.838
F 2.366 -0.418 2.221
S 0.883 2.777 1.675
O 1.496 3.644 0.714
O 0.439 3.197 2.984
F -0.650 2.844 1.067
C 4.345 0.611 -2.522
C 3.769 0.865 -1.105
O 2.572 0.086 -0.932
H 5.267 1.094 -2.844
H 3.668 0.692 -3.373
H 4.506 -0.460 -2.645
H 3.577 1.924 -0.934
H 4.511 0.463 -0.416
H 2.766 -0.717 -1.422
C -3.245 2.731 2.986
C -2.903 3.497 4.207
O -3.633 3.007 5.258
H -2.815 1.729 2.967
H -2.872 3.302 2.135
H -4.274 2.505 2.707
H -2.963 4.583 4.136
H -1.850 3.296 4.406
H -4.560 3.159 5.058
C -0.049 -2.608 -4.617
C 0.493 -1.244 -4.154
O 0.039 -1.041 -2.897
H 0.432 -3.350 -3.979
H 0.246 -2.766 -5.655
H -1.120 -2.625 -4.414
H 0.209 -0.492 -4.891
H 1.578 -1.288 -4.250
H 0.199 -1.733 -2.251
C 4.750 -3.930 -2.239
C 3.270 -3.891 -1.986
O 2.963 -2.617 -1.513
H 5.152 -3.045 -2.732
H 5.162 -4.755 -2.820
H 5.259 -3.781 -1.287
H 2.880 -4.629 -1.286
H 2.833 -3.969 -2.981
H 2.031 -2.691 -1.298
C -3.302 -1.541 -0.017
C -2.729 -0.130 0.210
O -1.530 -0.156 0.966
H -4.196 -1.503 -0.638
H -3.686 -1.895 0.940
H -2.557 -2.252 -0.375
H -3.599 0.276 0.727
H -2.610 0.423 -0.722
H -1.695 -0.408 1.878
C 0.551 2.658 -2.841
C -0.786 2.449 -2.124
O -0.642 1.171 -1.657
H 0.696 3.649 -3.271
H 0.692 1.974 -3.678
H 1.315 2.452 -2.091
H -1.703 2.537 -2.707
H -0.850 3.179 -1.317
H -0.677 0.583 -2.415
C -4.039 -0.868 4.062
C -2.718 -0.786 4.670
O -1.737 -0.605 3.604
H -4.195 -0.035 3.377
H -4.955 -0.978 4.643
H -4.110 -1.676 3.334
H -2.457 -1.692 5.217
H -2.697 0.023 5.401
H -0.907 -0.401 4.043
*
```

Record 5
Molecular formula: C14H44N4O8
Method: DFT, ωB97M-V/def2-TZVPD

LUMO: 0.244 eV
total energy: -1380.52913 Ha
relative energy (zero: lowest compared OMol25 entry of this formula, charge and spin): 149.9 kcal/mol
HOMO-LUMO gap: 8.765 eV

The geometry in ORCA input format:
```
! RIJCOSX wB97M-V def2-TZVPD def2/J DEFGRID3
* xyz 0 1
N -2.950 0.552 -4.352
C -2.785 0.211 -3.110
N -3.721 0.704 -2.303
O -1.707 -0.441 -2.605
H -2.160 0.315 -4.947
H -3.609 1.218 -4.769
H -3.550 0.659 -1.327
H -4.402 1.371 -2.598
N 2.921 2.394 3.336
C 2.147 1.384 3.635
N 1.079 1.366 2.911
O 2.389 0.323 4.558
H 3.847 2.250 3.549
H 2.597 3.303 3.645
H 0.560 0.466 2.838
H 0.783 2.087 2.172
C 1.497 -3.486 -4.323
C 0.452 -2.646 -3.610
C -0.607 -3.397 -2.799
O 0.894 -1.607 -3.038
H 0.941 -4.018 -5.025
H 2.156 -4.075 -3.644
H 2.206 -2.832 -4.798
H -0.196 -2.230 -4.444
H -1.519 -2.827 -2.643
H -0.007 -3.675 -1.915
H -0.789 -4.315 -3.350
H 0.126 -1.188 -2.612
C 5.507 -0.613 1.937
C 4.599 -1.230 0.870
C 3.307 -1.696 1.467
O 4.289 -0.403 -0.041
H 5.926 -1.382 2.668
H 5.006 0.205 2.451
H 6.391 -0.176 1.601
H 5.080 -2.124 0.494
H 2.649 -2.280 0.826
H 2.711 -0.964 1.974
H 3.547 -2.446 2.381
H 3.884 -0.985 -0.769
C -0.654 2.119 -1.267
C 0.424 2.535 -0.303
C -0.248 3.103 0.929
O 1.046 1.528 0.127
H -1.502 1.546 -0.724
H -0.308 1.610 -2.154
H -1.049 3.041 -1.639
H 1.210 3.121 -0.731
H 0.459 3.500 1.740
H -0.932 2.415 1.366
H -0.985 3.870 0.680
H 1.889 1.895 0.321
C -2.317 0.594 3.246
O -3.165 1.691 2.817
H -1.586 0.274 2.470
H -2.816 -0.276 3.596
H -1.829 1.013 4.140
H -3.635 2.075 3.568
C -5.364 0.575 0.618
O -3.936 0.810 0.604
H -5.657 0.461 1.693
H -5.796 -0.318 0.139
H -5.966 1.473 0.304
H -3.625 1.022 1.512
C -0.762 -1.455 0.339
O 0.218 -0.978 1.233
H -1.543 -0.727 0.086
H -1.434 -2.204 0.756
H -0.308 -1.812 -0.559
H 0.703 -0.256 0.768
*
```

Record 6
Molecular formula: C14H44O11
Method: DFT, ωB97M-V/def2-TZVPD

LUMO: 0.236 eV
total energy: -1387.28166 Ha
HOMO-LUMO gap: 9.139 eV

The geometry in ORCA input format:
```
! RIJCOSX wB97M-V def2-TZVPD def2/J DEFGRID3
* xyz 0 1
O -1.909 5.088 0.952
C -0.925 4.186 1.364
C -0.385 4.504 2.789
O 0.354 5.706 2.818
H -1.586 5.988 1.026
H -1.220 3.137 1.326
H -0.071 4.301 0.696
H 0.212 3.636 3.069
H -1.151 4.574 3.561
H -0.221 6.420 3.103
O -1.963 -1.403 -5.273
C -1.743 -1.642 -3.928
C -3.011 -1.396 -3.128
O -3.950 -2.389 -3.405
H -1.191 -1.804 -5.680
H -1.393 -2.646 -3.689
H -1.065 -0.897 -3.512
H -3.358 -0.419 -3.464
H -2.693 -1.442 -2.087
H -3.830 -2.592 -4.336
O -3.766 3.307 -0.354
C -3.223 2.020 -0.571
C -2.551 2.129 -1.933
O -1.450 3.062 -1.912
H -3.045 3.927 -0.223
H -2.635 1.787 0.316
H -4.068 1.333 -0.603
H -3.286 2.341 -2.710
H -2.092 1.154 -2.096
H -0.682 2.592 -1.580
C -0.077 -3.411 -0.116
C -1.175 -4.512 -0.103
O -2.415 -3.903 -0.570
H -0.433 -2.496 0.357
H 0.103 -3.140 -1.156
H 0.853 -3.761 0.334
H -1.343 -4.947 0.882
H -0.904 -5.377 -0.709
H -2.770 -4.560 -1.173
C -0.403 -1.031 3.088
C 0.973 -1.540 3.327
O 1.930 -0.578 3.706
H -1.095 -1.812 2.772
H -0.495 -0.386 2.214
H -0.801 -0.469 3.933
H 1.310 -1.900 2.355
H 0.972 -2.391 4.007
H 2.658 -1.108 4.038
C 3.807 -2.350 -0.567
C 5.317 -2.476 -0.851
O 5.684 -3.784 -0.851
H 3.530 -2.959 0.294
H 3.220 -2.739 -1.399
H 3.579 -1.317 -0.307
H 5.901 -1.836 -0.189
H 5.353 -2.272 -1.921
H 6.580 -3.833 -1.192
C 2.449 2.505 1.735
O 1.363 1.709 2.175
H 2.663 2.384 0.673
H 2.117 3.529 1.909
H 3.280 2.434 2.436
H 1.587 1.014 2.798
C 0.911 0.252 -0.694
O -0.056 1.125 -0.064
H 1.512 -0.185 0.103
H 0.367 -0.532 -1.221
H 1.548 0.786 -1.399
H 0.297 1.306 0.811
*
```